# 1
53
Properties=species:S:1:pos:R:3:forces:R:3 method="wB97M-V/def2-TZVPD" lumo_ev="-0.97 / -0.41" spin_multiplicity=4 s2=3.955 charge=0
Tc 0.22319 0.39294 -0.43679 -4.029 0.870 -1.616
P 2.26230 0.00212 -1.09956 2.404 -0.853 -1.734
P -2.51832 0.59403 1.36055 2.327 -1.274 0.087
N -0.65183 0.57720 -2.06306 2.403 0.368 3.145
H 1.20091 -2.20814 4.02384 -0.903 -1.913 2.608
C 2.48861 -1.80139 -0.94790 0.376 0.139 0.059
H 3.52431 -2.06995 -1.16505 -0.004 -0.216 0.059
H 1.81947 -2.29418 -1.66237 0.093 0.078 0.199
H 2.21575 -2.08197 0.08046 0.071 -0.036 -0.267
C 3.73788 0.73764 -0.30043 -0.289 -0.159 -0.025
H 4.64777 0.41147 -0.83102 -0.269 0.200 0.303
H 3.75007 0.39033 0.74615 0.133 0.276 -0.334
H 3.61058 1.83123 -0.34941 0.272 -0.396 0.129
C 2.53905 0.35231 -2.90316 0.083 0.019 0.359
H 3.61351 0.25998 -3.13778 -0.419 0.043 -0.010
H 2.18435 1.38038 -3.09654 0.210 -0.525 -0.065
H 1.95689 -0.36980 -3.50226 0.192 0.421 0.281
C -3.40145 -0.90294 1.80818 -0.668 0.199 0.169
H -4.34330 -0.61549 2.29326 0.020 -0.212 -0.124
H -2.79631 -1.52289 2.49053 -0.123 0.485 -0.399
H -3.61697 -1.47322 0.89317 0.062 0.213 0.223
C -2.31960 1.73400 2.73115 -0.595 0.255 0.126
H -3.30991 1.97401 3.14206 0.265 0.105 0.046
H -1.84555 2.65465 2.35640 -0.166 -0.313 0.091
H -1.68833 1.28729 3.51724 -0.230 -0.098 -0.414
C -3.34253 1.37462 -0.03866 -0.283 0.125 0.188
H -4.34536 1.70317 0.28626 0.330 -0.075 -0.218
H -3.44252 0.63692 -0.85293 0.113 0.334 0.310
H -2.75702 2.24242 -0.38346 -0.213 -0.374 0.094
C -1.29385 0.59244 -3.22712 -1.324 -0.519 -2.266
C -2.35060 -0.65583 -5.07805 0.002 0.221 0.024
C -1.70074 -0.65067 -3.85062 0.427 1.151 0.420
C -1.60641 1.81832 -3.92799 0.447 -0.956 0.964
C -2.25743 1.78806 -5.15041 0.005 -0.221 -0.180
C -2.62611 0.55907 -5.72931 -0.033 0.036 0.005
H -2.62788 -1.61498 -5.53437 0.071 0.509 0.147
H -1.43767 -1.56010 -3.31060 -0.158 0.115 -0.223
H -1.27511 2.74216 -3.44026 -0.231 -0.263 -0.333
H -2.46519 2.73446 -5.66595 0.038 -0.498 0.166
H -3.13131 0.54889 -6.70284 0.227 0.015 0.449
C 1.72074 -1.56440 3.42786 0.879 0.943 -0.980
O 0.77564 -1.40877 2.41506 1.438 0.641 -1.507
C 3.12212 -2.18364 3.20812 0.169 -0.540 -0.244
H 3.90243 -1.40636 3.35231 -0.279 -0.641 -0.533
H 3.22784 -2.69632 2.25470 0.087 0.060 -0.252
H 3.30458 -2.96418 3.97888 -0.095 0.504 -0.321
C 2.00925 -0.27282 4.12925 -0.084 1.163 1.016
H 1.31390 -0.05575 4.93461 -0.475 0.211 -0.179
H 1.97596 0.53254 3.38676 0.054 0.040 0.122
H 2.97924 -0.26371 4.63033 0.113 0.053 -0.117
O -0.89946 -0.99523 4.25659 0.199 1.797 3.194
N -0.84418 -1.52095 3.22946 -0.656 -2.067 -3.044
O -1.07401 0.14071 1.00590 -1.982 0.562 0.402


# 2
21
Properties=species:S:1:pos:R:3:forces:R:3 method="wB97M-V/def2-TZVPD" lumo_ev=0.82 relative_energy_ev=2.647 charge=0
C 1.06460 2.08876 -0.55341 0.122 -0.691 2.273
C 0.74468 1.05254 0.18387 2.897 -0.399 4.416
C -1.18172 -0.23045 1.08787 -1.299 -0.076 -5.153
C -0.92568 0.25039 -1.34002 -0.567 -0.843 -0.857
C 0.63927 -1.38797 -0.31917 -0.399 0.999 1.147
C 1.67984 0.89925 1.84689 -0.620 1.793 -5.178
C -0.14853 -0.07331 -0.09220 0.067 -0.592 0.064
Cl 3.39623 1.06857 1.38800 0.483 -0.907 0.063
H 0.47988 2.28554 -1.34913 -1.516 0.508 -3.033
H 1.67621 2.88463 -0.25470 1.135 0.688 0.557
H -1.68955 -1.17587 0.99302 0.351 -0.761 0.649
H -1.99595 0.44176 0.81977 0.051 0.530 0.479
H -0.73004 0.04482 1.93416 1.246 0.445 3.637
H -1.61155 -0.64498 -1.49664 0.054 1.820 -0.069
H -0.40592 0.44929 -2.27197 1.000 -1.047 -0.160
H -1.24462 1.28063 -1.25140 -1.787 -0.150 0.525
H 1.08839 -1.77082 0.59109 -0.222 -0.205 0.280
H -0.08501 -2.04432 -0.72866 -0.503 -1.182 -0.179
H 1.43696 -1.29933 -1.00655 0.789 0.436 -0.954
H 1.62392 1.84465 2.30649 -1.276 0.746 0.942
H 1.41698 0.06251 2.42332 -0.008 -1.110 0.549


# 3
12
Properties=species:S:1:pos:R:3:forces:R:3 method="wB97M-V/def2-TZVPD" lumo_ev=0.57 smiles=Oc1ccncc1 relative_energy_ev=0.860 charge=0
O -2.17968 0.64135 0.34544 -0.658 -1.283 1.963
C -0.87874 0.26633 0.20029 0.272 2.922 -2.366
C -0.41366 -0.98712 0.23915 -2.854 -0.681 1.478
C 0.85884 -1.24214 0.01334 4.271 -1.178 -1.002
N 1.89264 -0.41869 -0.36992 -3.360 0.571 0.709
C 1.39999 0.85941 -0.52321 0.972 -1.677 -0.330
C 0.03886 1.19204 -0.34671 0.697 0.605 1.305
H -2.64432 0.01883 1.00522 1.079 1.313 -1.623
H -1.09915 -1.75980 0.53248 -0.021 -0.582 0.060
H 1.02799 -2.29274 0.12485 1.126 -0.531 -0.100
H 2.25311 1.49609 -0.85820 -1.448 0.253 0.308
H -0.25587 2.22644 -0.36273 -0.076 0.269 -0.401